{
  "formula": "C43H45N5O2PbS3",
  "method": "ωB97M-V/def2-TZVPD",
  "charge": 2,
  "homo_ev": [-12.4, -12.8],
  "relative_energy_kj_mol": 182.13,
  "orbital_gap_ha": [0.2682, 0.2267],
  "e_lumo_ev": [-5.127, -6.623],
  "species": ["Pb", "O", "C", "O", "C", "C", "C", "N", "C", "C", "C", "C", "C", "C", "C", "N", "C", "C", "C", "C", "C", "N", "H", "H", "H", "H", "H", "H", "H", "H", "H", "H", "C", "C", "S", "C", "C", "S", "C", "C", "S", "H", "H", "H", "H", "H", "H", "H", "H", "H", "H", "H", "H", "N", "C", "C", "C", "C", "C", "C", "C", "C", "C", "C", "C", "C", "H", "H", "H", "H", "H", "H", "H", "H", "H", "H", "C", "N", "C", "C", "C", "C", "C", "C", "C", "C", "H", "H", "H", "H", "H", "H", "H", "H", "H", "H", "H", "H", "H"],
  "xyz": [[-0.2572, 0.5715, -0.1509], [4.9272, -6.3686, 2.2741], [5.2113, -6.2153, 1.1613], [5.5003, -6.0586, 0.0496], [3.5522, -3.6107, 1.0444], [2.8383, -3.2189, 2.1351], [1.9748, -2.1392, 1.9201], [1.8557, -1.5285, 0.7360], [2.5835, -1.9662, -0.2978], [3.4826, -3.0331, -0.1858], [2.4747, -1.2629, -1.6111], [2.7525, -1.9348, -2.7964], [2.7431, -1.2330, -3.9890], [2.4678, 0.1244, -3.9638], [2.1665, 0.7066, -2.7454], [2.1468, 0.0332, -1.5924], [1.1661, -1.6475, 3.0732], [0.6181, -2.5613, 3.9686], [-0.0932, -2.0908, 5.0584], [-0.2420, -0.7229, 5.2135], [0.3278, 0.1095, 4.2657], [1.0240, -0.3284, 3.2163], [2.9436, -3.6766, 3.1093], [4.1047, -3.3497, -1.0108], [2.9588, -2.9952, -2.7944], [2.9591, -1.7385, -4.9210], [2.4822, 0.7238, -4.8634], [1.9278, 1.7616, -2.6874], [0.7421, -3.6238, 3.8090], [-0.5225, -2.7810, 5.7727], [-0.7824, -0.3051, 6.0513], [0.2250, 1.1849, 4.3579], [-2.0302, -0.6900, -5.1769], [-1.5121, -1.8639, -4.3518], [-1.0079, -1.5071, -2.6432], [-2.3854, -2.1017, -1.6338], [-3.7012, -1.3379, -1.6867], [-3.5318, 0.4460, -1.3710], [-4.5001, 1.1751, -2.7218], [-3.8740, 1.2438, -4.1077], [-3.8007, -0.3274, -5.0163], [-1.8822, -0.9298, -6.2310], [-1.4563, 0.2160, -4.9775], [-0.6111, -2.2588, -4.8251], [-2.2385, -2.6771, -4.3262], [-1.9848, -2.1026, -0.6175], [-2.5744, -3.1465, -1.8881], [-4.3791, -1.7610, -0.9444], [-4.1569, -1.4426, -2.6687], [-4.7086, 2.1938, -2.3848], [-5.4601, 0.6582, -2.7581], [-2.8786, 1.6809, -4.0723], [-4.4912, 1.9101, -4.7135], [1.5443, 1.5988, 1.0021], [1.2368, 2.8981, 1.5185], [1.4613, 3.1496, 2.8673], [1.1267, 4.3728, 3.4236], [0.5820, 5.3625, 2.6204], [0.3725, 5.1148, 1.2734], [0.6813, 3.8828, 0.6901], [0.3730, 3.6811, -0.7595], [0.6284, 4.7312, -1.6472], [0.2441, 4.6598, -2.9779], [-0.4107, 3.5332, -3.4503], [-0.6378, 2.4684, -2.5896], [-0.2528, 2.5289, -1.2563], [2.2535, 1.5966, 0.2718], [1.7852, 0.9344, 1.7429], [1.9356, 2.3852, 3.4701], [1.3187, 4.5598, 4.4718], [0.3420, 6.3321, 3.0374], [-0.0472, 5.8921, 0.6473], [1.1433, 5.6130, -1.2880], [0.4618, 5.4834, -3.6448], [-0.7152, 3.4749, -4.4881], [-1.0923, 1.5560, -2.9612], [-3.2204, 4.9860, 1.7693], [-3.5738, 3.5388, 1.8521], [-4.6251, 3.1804, 0.8510], [-2.3576, 2.6751, 1.6947], [-2.5722, 1.2434, 2.1230], [-3.5305, 0.8780, 3.0629], [-3.6862, -0.4481, 3.4470], [-2.8715, -1.4241, 2.9015], [-1.9038, -1.0648, 1.9711], [-1.7464, 0.2559, 1.5808], [-4.1286, 5.5762, 1.8594], [-2.7493, 5.1626, 0.8047], [-2.5235, 5.2253, 2.5679], [-3.9570, 3.3675, 2.7815], [-4.2676, 3.5019, -0.1248], [-5.5465, 3.6992, 1.1029], [-4.7682, 2.1031, 0.8552], [-1.5496, 3.1479, 2.2579], [-2.1011, 2.7254, 0.6337], [-4.1955, 1.6024, 3.5251], [-4.4463, -0.7094, 4.1708], [-2.9878, -2.4594, 3.1945], [-1.2651, -1.8357, 1.5526]],
  "mulliken_charge": [0.806, -0.382, 0.827, -0.386, -0.813, -1.026, 0.236, 0.543, 0.509, -1.038, 0.858, -0.964, -0.667, -1.125, -0.070, 0.107, 0.914, -1.002, -0.723, -0.948, -0.095, 0.065, 0.615, 0.544, 0.495, 0.488, 0.511, 0.570, 0.537, 0.484, 0.470, 0.414, -0.338, -1.137, 0.564, -0.345, -1.240, 0.702, -0.983, 0.012, -0.165, 0.519, 0.021, 0.503, 0.467, -0.521, 0.805, 0.597, 0.397, 0.299, 0.543, -0.549, 0.575, -0.305, 0.298, -0.755, -0.892, -1.135, -1.155, 1.349, 0.311, -0.575, -1.165, -0.588, -0.507, -0.103, 0.405, 0.370, 0.823, 0.470, 0.507, 0.587, 0.628, 0.434, 0.531, 0.275, -0.706, 0.180, -0.862, 0.063, 0.721, -0.399, -1.428, -1.431, -0.981, 1.306, 0.372, 0.308, 0.343, 0.409, 0.354, 0.436, 0.369, -0.183, -0.062, 0.272, 0.475, 0.576, 0.578]
}



{
  "formula": "C43H45N5O2Ti",
  "method": "ωB97M-V/def2-TZVPD",
  "charge": 0,
  "homo_ev": -7.8,
  "relative_energy_kj_mol": 0.00,
  "orbital_gap_ha": 0.2696,
  "e_lumo_ev": -0.428,
  "species": ["Ti", "C", "C", "C", "C", "C", "C", "C", "C", "N", "C", "O", "C", "C", "C", "C", "C", "N", "C", "O", "N", "C", "C", "C", "C", "C", "C", "C", "C", "H", "H", "H", "H", "H", "H", "H", "H", "H", "H", "H", "H", "H", "H", "H", "H", "H", "H", "H", "H", "H", "C", "C", "C", "C", "C", "C", "C", "C", "N", "C", "C", "C", "C", "N", "C", "C", "C", "C", "C", "C", "C", "C", "H", "H", "H", "H", "H", "H", "H", "H", "H", "H", "H", "H", "H", "H", "H", "H", "H", "H", "H", "H", "H", "H", "H", "H"],
  "xyz": [[0.2291, 0.3553, -0.0368], [-3.3311, 0.5122, -2.5131], [-2.2468, -0.3064, -3.1615], [-2.2389, -0.4237, -4.5462], [-1.3458, -1.2643, -5.1875], [-0.4666, -2.0197, -4.4306], [-0.4340, -1.9071, -3.0458], [0.4950, -2.7700, -2.2429], [-1.2942, -1.0104, -2.4105], [-1.2473, -0.7986, -0.9879], [-2.3011, -1.3445, -0.3066], [-3.0729, -2.1967, -0.7034], [-2.4956, -0.6838, 1.0242], [-3.6132, -0.8279, 1.8215], [-3.7271, -0.0116, 2.9401], [-2.7350, 0.9190, 3.2158], [-1.6451, 0.9820, 2.3678], [-1.5433, 0.1888, 1.3107], [-0.4680, 1.8840, 2.5653], [-0.4416, 2.6527, 3.5133], [0.5145, 1.6715, 1.6447], [1.7543, 2.2784, 2.0480], [2.5466, 1.6587, 3.0221], [2.1470, 0.3674, 3.6866], [3.7563, 2.2422, 3.3817], [4.1837, 3.4257, 2.8043], [3.3736, 4.0530, 1.8712], [2.1545, 3.4992, 1.4994], [1.2564, 4.2135, 0.5338], [-3.6786, 1.2933, -3.1900], [-3.0091, 0.9761, -1.5836], [-4.1803, -0.1327, -2.2739], [-2.9559, 0.1487, -5.1236], [-1.3509, -1.3471, -6.2671], [0.2072, -2.7182, -4.9136], [1.0379, -3.4640, -2.8851], [-0.0511, -3.3452, -1.4917], [1.2152, -2.1552, -1.7117], [-4.3669, -1.5529, 1.5479], [-4.5929, -0.0911, 3.5844], [-2.7839, 1.5882, 4.0630], [1.0699, 0.2671, 3.7776], [2.5676, 0.3257, 4.6913], [2.5222, -0.4987, 3.1323], [4.3666, 1.7555, 4.1341], [5.1299, 3.8657, 3.0914], [3.6782, 4.9974, 1.4347], [0.2825, 4.4024, 0.9904], [1.0893, 3.6104, -0.3585], [1.6917, 5.1654, 0.2297], [-1.3445, 3.0006, -1.5346], [-0.6049, 2.6198, -2.7944], [-1.0072, 3.1943, -3.9927], [-0.3691, 2.8953, -5.1849], [0.6688, 1.9802, -5.1857], [1.0934, 1.3739, -4.0096], [2.1793, 0.3329, -4.0618], [0.4732, 1.7233, -2.8048], [0.9103, 1.1325, -1.5894], [2.2200, 1.2097, -1.1155], [3.1056, 2.3674, -1.4805], [2.6328, 0.2419, -0.2242], [3.9606, 0.3605, 0.4700], [1.7303, -0.7732, 0.1041], [2.1825, -2.0763, 0.4546], [1.5427, -2.7682, 1.4979], [0.3399, -2.2129, 2.2037], [1.9982, -4.0237, 1.8742], [3.0644, -4.6240, 1.2288], [3.6606, -3.9605, 0.1745], [3.2348, -2.7015, -0.2390], [3.9214, -2.1325, -1.4586], [-2.3645, 3.2916, -1.7829], [-0.8809, 3.8483, -1.0331], [-1.4096, 2.1836, -0.8156], [-1.8415, 3.8866, -3.9850], [-0.6947, 3.3541, -6.1093], [1.1482, 1.7013, -6.1169], [2.1512, -0.1802, -5.0229], [2.0397, -0.4132, -3.2835], [3.1728, 0.7742, -3.9461], [2.5659, 3.0882, -2.0927], [3.9636, 2.0108, -2.0558], [3.4920, 2.8697, -0.5930], [4.0890, 1.3486, 0.9099], [4.7771, 0.2066, -0.2388], [4.0495, -0.3865, 1.2567], [0.3828, -1.1312, 2.2850], [0.2627, -2.6229, 3.2110], [-0.5726, -2.4835, 1.6673], [1.4991, -4.5345, 2.6892], [3.4150, -5.6014, 1.5323], [4.4745, -4.4283, -0.3679], [4.9560, -1.8634, -1.2359], [3.4281, -1.2546, -1.8603], [3.9447, -2.8904, -2.2432]],
  "mulliken_charge": [-2.076, -1.729, 1.498, -0.644, -1.034, -0.628, 0.756, -1.094, -1.110, 1.573, -0.423, -0.694, 0.554, -1.019, -0.677, -0.762, 0.809, 1.175, -0.944, -0.710, 1.558, -0.693, 1.109, -1.198, -0.784, -0.999, -0.615, 0.716, -0.941, 0.445, 0.032, 0.446, 0.415, 0.409, 0.390, 0.532, 0.337, -0.093, 0.621, 0.461, 0.639, 0.128, 0.547, 0.020, 0.455, 0.390, 0.441, 0.371, -0.153, 0.474, -1.586, 0.581, -0.632, -1.059, -0.708, 1.297, -1.557, 0.108, 1.531, 0.508, -2.201, 1.336, -2.664, 1.579, -0.127, 0.654, -0.862, -0.623, -1.069, -0.866, 1.540, -1.784, 0.606, 0.473, -0.007, 0.494, 0.395, 0.479, 0.539, -0.214, 0.304, 0.235, 0.482, 0.565, 0.501, 0.482, 0.350, -0.704, 0.674, 0.240, 0.476, 0.399, 0.476, 0.453, 0.087, 0.539]
}